Computed, not measured: the ion C6H13N2O2 with charge +1, with the ωB97M-V functional and the def2-TZVPD basis.

```
! RIJCOSX wB97M-V def2-TZVPD def2/J DEFGRID3
* xyz 1 1
C 0.60 0.47 -0.95
C 1.70 2.58 -0.67
C -0.90 -0.74 0.45
C 1.60 4.01 -1.00
C -1.39 -0.74 1.88
C -1.06 -3.21 -0.06
N 0.92 1.73 -1.16
N -0.19 -2.03 0.09
O 0.68 -0.47 -1.73
O 0.00 0.32 0.29
H 2.52 2.29 -0.01
H 0.79 4.21 -1.69
H 2.55 4.35 -1.41
H 1.45 4.57 -0.08
H -0.56 -0.86 2.57
H -2.11 -1.54 2.04
H -1.87 0.21 2.09
H -1.87 -2.99 -0.74
H -0.47 -4.03 -0.47
H -1.46 -3.52 0.91
H -1.73 -0.65 -0.27
H 0.26 -1.73 -0.85
H 0.55 -2.22 0.77
*
```

Frontier orbital gap   0.417 Eh
Electronic energy   -496.17413 Ha
Relative energy (zero: lowest compared OMol25 entry of this formula, charge and spin)   19.9 kcal/mol
SMILES   C/C=N/C(=O)O[C@H](C)[NH2+]C

These are the Löwdin partial charges, in e, on atoms 1 to 8:
1. C -0.50
2. C -0.12
3. C -0.33
4. C -0.03
5. C 0.02
6. C 0.00
7. N 0.20
8. N 0.03